A structure of composition C32H45IrN3O4SeSi. Source: the Open Molecules 2025 dataset; level of theory: ωB97M-V/def2-TZVPD.

```
87
Properties=species:S:1:pos:R:3:forces:R:3:lowdin_charge:R:1
Ir -1.034903 0.241551 0.099536 -0.468 -0.644 0.539 1.256
C -3.703596 1.652884 1.360117 0.059 0.238 -0.129 -0.151
N -3.019387 0.734460 0.433891 -0.415 -0.439 0.387 -0.108
C -3.806717 0.075600 -0.358166 0.071 0.208 -0.299 -0.087
C -3.244104 -0.615142 -1.459895 0.068 -0.013 0.026 -0.326
C -3.771368 -1.336272 -2.529754 0.020 -0.011 0.007 -0.062
C -2.684965 -1.637014 -3.356690 -0.052 0.000 -0.070 -0.099
C -1.549177 -1.084918 -2.759110 -0.001 -0.011 0.178 -0.149
N -1.882040 -0.470503 -1.612255 0.031 0.262 -0.275 -0.104
C -3.522612 1.489317 2.845934 0.198 -0.216 -0.073 -0.221
C -4.413628 0.710320 3.571740 0.009 -0.071 0.045 -0.047
C -4.279604 0.576193 4.947954 -0.034 -0.014 -0.056 -0.091
C -3.251335 1.229173 5.606641 0.068 0.006 0.016 -0.095
C -2.361462 2.019507 4.890547 -0.009 -0.033 0.032 -0.094
C -2.500143 2.149018 3.519214 -0.036 0.045 -0.029 -0.062
H -4.770762 1.568609 1.140394 -0.035 0.125 0.030 0.108
H -3.402952 2.666718 1.086388 0.037 -0.059 -0.044 0.098
H -4.886081 0.130205 -0.237812 -0.004 0.025 -0.011 0.128
H -4.806566 -1.603257 -2.674573 0.001 0.002 -0.008 0.092
H -2.706897 -2.182833 -4.286732 0.008 -0.008 0.009 0.082
H -0.530237 -1.110551 -3.098154 0.043 -0.032 -0.018 0.074
H -5.219965 0.200697 3.054422 0.011 -0.008 0.002 0.108
H -4.975099 -0.042270 5.501731 0.001 -0.001 -0.004 0.096
H -3.125845 1.108566 6.674906 -0.012 0.013 0.006 0.099
H -1.546476 2.514407 5.400263 0.028 -0.008 -0.004 0.100
H -1.798063 2.754549 2.957987 0.015 -0.021 -0.005 0.110
C 1.373206 -5.003419 0.533937 -0.021 -0.032 0.050 -0.038
C 1.187993 -3.538940 0.915189 0.021 0.040 0.002 -0.640
C -0.297246 -3.183448 0.891910 -0.041 0.010 -0.051 -0.026
C 1.782227 -3.266276 2.291624 0.017 0.048 -0.021 -0.036
O 1.893786 -2.800800 -0.075426 0.049 -0.101 -0.048 -0.094
Si 2.153207 -1.197789 -0.319667 -0.021 0.112 -0.056 0.035
O 0.826318 -0.339021 -0.469672 0.137 -0.147 -0.033 -0.384
O 3.087304 -1.139083 -1.687370 -0.018 -0.028 0.077 -0.100
C 2.748661 -1.271173 -3.054168 -0.017 -0.002 -0.014 -0.650
C 1.965637 -2.561931 -3.286988 -0.030 -0.002 0.001 -0.032
C 4.071386 -1.333849 -3.811848 0.026 -0.012 -0.002 -0.038
C 1.959933 -0.042198 -3.504774 -0.012 0.002 -0.018 -0.034
O 3.203452 -0.703032 0.844917 -0.160 0.037 0.111 -0.090
C 3.701415 0.609257 1.111485 0.112 -0.043 -0.094 -0.637
C 4.916154 0.403697 2.008550 0.013 -0.008 0.019 -0.034
C 2.648202 1.437660 1.830987 -0.058 0.007 0.005 -0.035
C 4.117767 1.304874 -0.184120 0.006 -0.016 -0.014 -0.036
H 0.842587 -5.654348 1.232584 0.003 -0.004 0.001 0.082
H 2.433638 -5.260046 0.548607 -0.003 0.007 0.000 0.083
H 0.987592 -5.177736 -0.472121 -0.001 0.006 0.000 0.081
H -0.816826 -3.657348 1.726850 -0.017 -0.044 -0.029 0.091
H -0.761144 -3.498587 -0.045619 0.024 0.024 -0.021 0.089
H -0.424460 -2.105209 0.993222 0.026 -0.012 0.096 0.028
H 1.246935 -3.830524 3.057938 0.016 -0.015 0.009 0.086
H 1.718204 -2.208530 2.549680 -0.019 -0.044 -0.017 0.033
H 2.835924 -3.551435 2.306216 0.001 0.008 -0.010 0.092
H 2.579553 -3.422351 -3.015475 0.013 0.012 -0.008 0.089
H 1.670532 -2.648787 -4.335819 0.006 -0.017 -0.001 0.086
H 1.072628 -2.598816 -2.663903 -0.049 0.053 0.000 0.066
H 4.658073 -2.185950 -3.465019 -0.007 0.000 0.002 0.084
H 4.646272 -0.423996 -3.631026 -0.005 0.001 -0.001 0.081
H 3.900491 -1.436122 -4.886181 0.000 0.007 0.001 0.081
H 1.067317 0.078767 -2.893654 0.024 0.024 0.038 0.041
H 1.674272 -0.125382 -4.556650 0.000 0.011 -0.003 0.088
H 2.571933 0.853490 -3.377276 0.010 -0.010 -0.010 0.088
H 4.617396 -0.132958 2.910125 -0.010 0.007 -0.001 0.086
H 5.351545 1.363089 2.297012 0.001 0.003 0.004 0.081
H 5.672479 -0.187017 1.488240 -0.006 0.006 -0.010 0.084
H 2.389584 0.985096 2.788412 0.029 0.005 -0.012 0.030
H 1.743366 1.501150 1.226384 0.039 0.002 0.006 0.048
H 3.024085 2.448582 2.010552 0.008 0.007 0.008 0.090
H 4.788129 0.667743 -0.761358 0.016 0.008 0.016 0.084
H 4.621708 2.246612 0.045707 -0.016 0.012 0.003 0.084
H 3.243653 1.520790 -0.802912 0.002 -0.002 0.010 0.075
C -0.415769 2.130688 -0.328146 -0.189 0.067 -0.147 -0.229
C -1.337501 2.891035 -1.227120 0.068 -0.021 0.037 -0.283
C -2.117303 3.941696 -0.749589 0.015 0.030 0.005 -0.079
C -2.990355 4.630003 -1.583530 0.026 0.001 0.004 -0.099
C -3.091932 4.280920 -2.921000 -0.012 -0.007 -0.015 -0.112
C -2.304098 3.247211 -3.417714 0.010 0.013 0.003 -0.086
C -1.432910 2.569196 -2.583248 -0.096 -0.037 0.017 -0.048
H -0.236624 2.686391 0.597073 0.034 -0.048 0.001 0.059
H 0.528372 1.921223 -0.836488 0.080 0.173 0.091 0.053
H -2.026034 4.233032 0.291943 0.004 0.004 -0.012 0.102
H -3.585736 5.443799 -1.186701 -0.004 -0.002 0.000 0.095
H -3.772049 4.812664 -3.574938 -0.005 -0.005 0.001 0.091
H -2.372041 2.967032 -4.461955 0.001 0.008 -0.001 0.098
H -0.833356 1.754996 -2.971433 0.010 0.001 -0.001 0.100
Se 0.697453 -0.382365 4.710142 -0.220 0.085 -0.078 0.478
C -0.060024 -0.019381 3.121309 -0.059 -0.039 0.138 -0.884
N -0.550981 0.218142 2.093787 0.644 0.522 -0.277 -0.072
```
Positions in Å, forces in eV/Å.

Values from the calculation:
- LUMO energy: 0.092 Eh
- Energy relative to the best compared isomer or geometry (same formula, charge and spin): 0.000 eV
- HOMO: -4.7 eV
- Charge: -1
- Electronic energy: -122646.5758 eV

A structure of composition C32H46BCaF4N11OPSSe. Source: the Open Molecules 2025 dataset; level of theory: ωB97M-V/def2-TZVPD.

```
99
Properties=species:S:1:pos:R:3:forces:R:3:lowdin_charge:R:1
Ca -0.743396 -0.111656 -0.602996 0.517 -0.376 -0.532 1.123
C -6.164047 0.875065 1.623294 0.004 0.003 0.001 -0.048
N -5.097039 0.871357 0.642671 -0.004 0.000 -0.011 -0.138
C -5.248918 1.084172 -0.702581 0.002 -0.003 -0.005 -0.055
C -4.003895 0.969341 -1.250546 0.018 0.019 -0.009 -0.110
N -3.101729 0.686246 -0.270478 -0.060 -0.019 0.096 0.017
C -3.772256 0.631283 0.862263 -0.056 -0.008 0.000 -0.452
P -3.102287 0.334692 2.531031 -0.015 -0.009 -0.015 1.154
C -1.618814 1.383757 2.451144 0.052 -0.104 0.064 -0.459
N -0.627732 1.274134 1.590145 -0.065 0.032 0.064 0.020
C 0.305114 2.196447 1.953223 -0.063 0.099 -0.037 -0.142
C -0.128664 2.879162 3.052447 0.006 -0.009 -0.014 -0.050
N -1.354937 2.356092 3.369717 -0.024 0.043 -0.003 -0.138
C -2.184524 2.766392 4.483783 0.006 -0.017 -0.003 -0.048
C -2.315953 -1.281552 2.273457 0.044 0.015 0.019 -0.470
N -1.568059 -1.579235 1.236928 0.048 0.135 0.074 -0.001
C -1.099686 -2.842955 1.420717 -0.053 -0.035 -0.034 -0.109
C -1.582046 -3.323128 2.607057 0.016 -0.003 -0.007 -0.048
N -2.358873 -2.326954 3.148287 -0.038 -0.014 -0.013 -0.137
C -3.072793 -2.392865 4.405723 0.007 0.010 0.003 -0.047
H -7.091850 1.132765 1.118685 0.000 0.004 0.002 0.085
H -5.970524 1.609194 2.403859 0.002 -0.001 0.001 0.077
H -6.275028 -0.106991 2.081681 -0.003 -0.001 -0.003 0.084
H -6.211236 1.292501 -1.136561 0.000 0.002 0.000 0.113
H -3.691373 1.080249 -2.275419 -0.003 0.000 -0.001 0.113
H 1.221339 2.318423 1.403949 0.000 -0.003 -0.004 0.095
H 0.311388 3.677460 3.624067 -0.002 0.002 0.001 0.114
H -1.772957 3.683287 4.898449 -0.002 0.001 0.002 0.086
H -2.205019 2.003629 5.262529 0.000 0.002 0.002 0.084
H -3.203127 2.959843 4.152508 0.000 0.002 0.001 0.076
H -0.466484 -3.293543 0.670546 0.010 0.004 0.003 0.089
H -1.448074 -4.264898 3.110691 -0.003 0.000 -0.001 0.112
H -2.956641 -3.393056 4.815726 -0.004 0.000 0.000 0.085
H -4.134055 -2.194542 4.259944 0.001 0.002 0.000 0.079
H -2.673892 -1.673264 5.120777 0.002 -0.003 0.002 0.083
F -1.131596 1.788446 -2.690508 0.017 -0.030 0.038 0.093
B -0.323604 2.611141 -1.884210 0.022 0.170 0.272 -1.271
F 0.656983 1.720801 -1.279104 0.051 0.034 0.149 -0.036
F 0.329268 3.609269 -2.568381 -0.074 -0.082 -0.181 0.148
F -1.106234 3.126738 -0.840643 0.009 0.022 -0.018 0.101
C 2.881128 0.478259 -3.783259 0.004 0.000 -0.011 -0.049
N 3.982891 -0.464836 -3.967040 -0.032 -0.074 -0.077 -0.121
C 4.618729 -0.658103 -5.174663 0.031 0.023 0.020 -0.069
C 5.567290 -1.597721 -4.972469 -0.022 0.005 -0.002 -0.078
N 5.473449 -1.941429 -3.637715 0.015 -0.022 -0.014 -0.157
C 6.272350 -2.960258 -2.991004 0.024 0.016 0.006 -0.037
C 4.489181 -1.258911 -2.997265 0.054 0.081 0.000 -0.042
Se 0.979445 -2.021788 -1.972143 -0.083 -0.014 0.204 0.455
H 2.383368 0.615561 -4.742178 -0.002 0.004 0.006 0.090
H 3.255270 1.431010 -3.414555 0.003 0.007 0.005 0.075
H 2.161867 0.040644 -3.088960 0.003 0.005 -0.003 -0.026
H 4.342555 -0.115984 -6.061735 -0.002 -0.006 -0.004 0.111
H 6.277040 -2.046093 -5.645467 -0.004 -0.001 -0.004 0.104
H 7.230472 -3.052262 -3.502450 0.008 0.009 0.006 0.083
H 5.763037 -3.924222 -2.998740 0.013 0.013 -0.026 0.074
H 6.453260 -2.665058 -1.958505 -0.007 -0.003 -0.001 0.077
C 3.535443 -4.584315 -1.201671 -0.034 -0.009 -0.010 -0.140
C 3.218871 -4.014602 0.172910 0.009 -0.005 0.047 -0.267
C 4.178442 -2.902479 0.582977 -0.031 -0.006 0.021 -0.219
N 3.942515 -1.649150 -0.104160 -0.093 -0.002 0.022 0.012
C 3.287392 -0.636799 0.419053 0.064 0.099 -0.026 -0.895
S 2.400456 -0.623874 1.836603 0.011 -0.023 -0.006 0.611
N 3.430536 0.553387 -0.327015 -0.051 -0.002 0.037 0.127
C 4.584074 1.073274 -0.851405 0.033 -0.020 0.025 -0.436
O 4.567464 2.057074 -1.568232 -0.013 0.007 0.003 0.068
C 5.907901 0.473614 -0.455847 -0.019 0.018 0.000 -0.145
C 6.194901 0.090487 0.849155 0.026 0.010 0.005 -0.029
C 7.459410 -0.382443 1.169937 -0.013 0.005 -0.004 -0.083
C 8.436109 -0.483775 0.188417 0.011 -0.005 0.001 -0.103
C 8.151802 -0.091924 -1.113414 -0.010 0.002 -0.002 -0.089
C 6.893957 0.397360 -1.431532 0.005 -0.013 0.005 -0.034
H 2.817926 -5.357608 -1.479690 -0.003 -0.001 0.003 0.068
H 4.541110 -5.020839 -1.225414 -0.012 0.012 0.001 0.059
H 3.456377 -3.803258 -1.961903 0.006 -0.004 0.009 0.023
H 3.262773 -4.799848 0.935854 0.026 -0.014 -0.023 0.102
H 2.207747 -3.600700 0.158254 0.001 -0.011 0.004 0.041
H 5.214063 -3.195131 0.368566 0.005 -0.015 0.003 0.112
H 4.096353 -2.706357 1.652350 -0.011 0.031 -0.014 0.079
H 4.173749 -1.550815 -1.121153 0.042 -0.046 -0.012 0.068
H 2.594182 1.106221 -0.481084 0.001 -0.017 -0.037 0.114
H 5.428440 0.154827 1.612975 0.003 0.001 0.001 0.105
H 7.678909 -0.678207 2.188229 0.000 0.000 0.001 0.099
H 9.419169 -0.863570 0.439096 0.000 0.001 -0.001 0.094
H 8.912158 -0.164196 -1.881481 0.002 0.000 0.000 0.098
H 6.655707 0.718387 -2.437336 -0.001 0.004 0.001 0.118
C -1.300184 -4.402647 -2.244879 -0.005 -0.003 0.004 -0.108
C -1.676619 -2.938834 -2.548524 0.060 -0.039 0.000 -0.835
C -1.532403 -2.706418 -4.063451 -0.005 0.002 -0.009 -0.104
C -3.150649 -2.743453 -2.169286 -0.008 0.008 0.011 -0.089
N -0.933494 -1.990971 -1.759756 -0.372 0.093 -0.065 -0.680
H -1.896975 -5.111159 -2.831800 0.003 0.003 -0.005 0.063
H -1.460382 -4.609895 -1.182026 -0.008 0.000 -0.001 0.057
H -0.242365 -4.560187 -2.464352 -0.001 0.005 0.003 0.031
H -2.136475 -3.410370 -4.649480 0.005 -0.002 0.000 0.062
H -0.484083 -2.813330 -4.348703 0.003 0.004 0.003 0.032
H -1.840942 -1.685237 -4.302352 -0.003 0.000 -0.001 0.069
H -3.803760 -3.438404 -2.708932 0.001 -0.001 -0.001 0.067
H -3.460220 -1.721088 -2.402574 0.004 0.003 -0.002 0.052
H -3.277673 -2.900505 -1.093549 0.003 0.005 -0.001 0.061
```
Positions in Å, forces in eV/Å.

Values from the calculation:
- LUMO energy: 0.069 Eh
- Energy relative to the best compared isomer or geometry (same formula, charge and spin): 0.495 eV
- HOMO: -1.5 eV
- Charge: -1
- Electronic energy: -167835.9061 eV